Entry 1:
This record from OMol25 describes a cluster of 2 separate species, C12H13N2O3P in total in a non-equilibrium geometry. The level of theory is ωB97M-V/def2-TZVPD.

Values from the calculation:
**HOMO-LUMO gap**: 2.424 eV
**Charge**: -2
**E_HOMO**: 1.40 eV
**LUMO level**: 3.83 eV

Each line ends with the Löwdin charge.
CARTESIAN COORDINATES (ANGSTROEM)
C 3.24240 0.10280 0.96437  -0.2012
C 3.22206 -1.53628 0.82725  -0.4620
P 1.45095 -2.30238 1.03312  0.8187
C 1.41315 -3.82025 -0.18649  -0.3761
C 0.09465 -1.03023 0.57893  -0.4003
C 0.22009 0.13179 -0.59295  -0.0508
C -1.00412 1.20775 -0.86203  0.0305
C -2.43535 1.17779 -0.00549  -0.1595
N -3.44911 2.22978 -0.35553  0.0032
C -4.65558 2.04073 0.52158  -0.1575
C -4.87670 0.87205 1.63245  -0.1551
N -3.83393 -0.16390 1.94293  -0.0421
C -2.58879 0.01642 1.12193  -0.1818
C -1.34382 -1.05317 1.41111  -0.0776
H 3.29351 0.56304 -0.12998  0.0890
H 4.13098 0.52502 1.60708  0.0623
H 2.25177 0.52261 1.46220  0.0728
H 3.90086 -1.98418 1.69938  0.0616
H 3.71303 -1.92571 -0.18673  0.0716
H 1.91354 -4.74281 0.38073  0.0273
H 2.05225 -3.63058 -1.15534  0.0297
H 0.29629 -4.16140 -0.42839  0.0481
H 1.18803 0.20561 -1.25052  0.0886
H -0.88566 2.05299 -1.69648  0.0898
H -5.54709 2.82006 0.37727  0.0723
H -5.89650 0.82857 2.22461  0.0684
H -1.48093 -1.87628 2.26385  0.0625
C 1.41185 3.25992 -3.34180  -1.1671
O 1.61250 3.91687 -4.35177  -0.0891
O 0.52085 2.41325 -3.20782  -0.0923
O 2.06882 3.34010 -2.29750  -0.0840


Entry 2:
This record from OMol25 describes a structure of composition C24H22B2F4N8OSTi in a non-equilibrium geometry. The level of theory is ωB97M-V/def2-TZVPD.

Values from the calculation:
**Relative energy (zero: lowest compared OMol25 entry of this formula, charge and spin)**: 1.5 kcal/mol
**HOMO-LUMO gap (alpha / beta)**: 6.798 / 7.663 eV
**Charge**: +1
**⟨S²⟩**: 3.78
**2S+1**: 4
**E_HOMO (alpha / beta)**: -9.44 / -11.56 eV
**LUMO level (alpha / beta)**: -2.64 / -3.90 eV

Each line ends with the Löwdin charge.
CARTESIAN COORDINATES (ANGSTROEM)
Ti 0.28949 0.32700 -1.09127  1.0214
C 1.39603 -0.11773 3.40509  0.0289
C 0.50237 -1.04888 2.94892  -0.0902
N 0.73875 -1.42731 1.62750  0.1179
N 1.71233 -0.61399 1.15339  -0.0417
C 2.42199 0.05973 2.27504  -0.1389
B 2.77689 -1.14967 0.17653  -0.5439
N 3.31947 0.11810 -0.70029  -0.0348
C 4.61432 0.47950 -0.93231  -0.0664
C 4.62544 1.50534 -1.87151  -0.0484
C 3.28736 1.74647 -2.16176  -0.0629
N 2.48792 0.87417 -1.42988  -0.0192
N 2.13516 -2.16918 -0.80928  0.0132
C 2.64923 -3.19328 -1.57438  -0.0382
C 1.75217 -3.53969 -2.53744  -0.0399
C 0.68196 -2.71919 -2.32283  -0.1030
N 0.92886 -1.85821 -1.32833  -0.0356
N 3.85476 -1.56648 1.28490  0.1323
C 4.88217 -2.33705 1.51767  -0.0372
C 5.36292 -2.15923 2.79073  0.0120
C 4.51439 -1.22401 3.37923  0.0283
N 3.61807 -0.84595 2.44932  0.0462
H 1.46426 0.32055 4.36735  0.0948
H -0.34290 -1.50781 3.45140  0.1111
H 2.69303 1.12864 2.02239  0.1834
H 5.40274 -0.00562 -0.37101  0.1168
H 5.57363 1.95737 -2.21064  0.1177
H 2.84844 2.38070 -2.92747  0.1226
H 3.59325 -3.61896 -1.33181  0.1135
H 1.82823 -4.32698 -3.21999  0.0978
H -0.24151 -2.62071 -2.86184  0.1205
H 5.31372 -2.89949 0.74767  0.1319
H 6.13755 -2.67051 3.24788  0.0978
H 4.47158 -0.78432 4.36739  0.1474
F -0.36465 2.09144 -0.53855  -0.0930
B -0.42066 2.91711 -1.85929  -1.1923
F -1.64716 3.13898 -2.39810  0.1925
F 0.19131 4.07784 -1.63719  0.2308
F 0.27947 2.04308 -2.73330  0.0844
O -1.65208 -0.44602 -1.43951  -0.6032
S -2.94443 -0.85013 -0.85407  1.0940
C -4.15251 0.33619 -1.59936  -0.3570
C -3.81337 1.21429 -2.60973  -0.0494
C -4.84932 2.01941 -3.15192  -0.0292
C -6.17662 1.87507 -2.69581  -0.0446
C -6.41445 0.97016 -1.65950  -0.0561
C -5.40531 0.21013 -1.06139  -0.0842
C -2.91066 -0.09983 0.77807  -0.3650
C -2.68927 1.26561 0.85420  -0.0802
C -2.69802 1.89467 2.07759  -0.0479
C -2.92731 1.19298 3.24124  -0.0714
C -3.18976 -0.15504 3.18167  -0.0879
C -3.18971 -0.81908 1.95719  -0.0662
H -2.78369 1.31321 -2.97100  0.1089
H -4.67041 2.64147 -4.01217  0.1081
H -6.99816 2.39933 -3.15613  0.1068
H -7.35693 0.82775 -1.24808  0.0870
H -5.67043 -0.45468 -0.30806  0.0961
H -2.53974 1.80283 -0.05318  0.0988
H -2.57683 2.99880 2.11991  0.1350
H -3.00076 1.68616 4.19222  0.1102
H -3.34224 -0.68514 4.08658  0.1003
H -3.38033 -1.89990 1.96730  0.1194


Entry 3:
This record from OMol25 describes a structure of composition C27H54BClIN2O17S4 in a non-equilibrium geometry. The level of theory is ωB97M-V/def2-TZVPD.

Values from the calculation:
**HOMO-LUMO gap**: 7.369 eV
**Charge**: -1
**E_HOMO**: -5.37 eV
**LUMO level**: 2.00 eV

Each line ends with the Löwdin charge.
CARTESIAN COORDINATES (ANGSTROEM)
C 1.42037 2.47708 -4.27353  0.0961
C 0.82374 1.81089 -3.43236  -0.0502
C 0.55508 0.87380 -2.16437  -0.2926
C -0.11602 1.89562 -1.15427  -0.1099
C 0.89708 2.92676 -0.48155  -0.1227
C 0.02886 4.20133 -0.03254  -0.2358
O -0.69008 3.93089 1.20147  -0.1016
O 1.79301 0.25649 -1.77844  -0.0593
B 2.11579 -0.81522 -2.73344  -1.5881
Cl 3.21593 -0.39232 -4.17990  0.4809
I 3.17796 -2.61074 -1.88479  0.7935
O 0.74316 -1.31839 -3.03638  -0.0624
C -0.26994 -0.49825 -2.49409  -0.3342
C -1.20358 -1.09156 -1.36312  -0.0678
C -0.45349 -1.98834 -0.27849  -0.1607
C -0.05602 -1.22331 1.06342  -0.1514
C 1.43668 -1.65099 1.41922  -0.2115
N 1.98688 -0.91013 2.61878  -0.1195
C 2.28920 0.51375 2.26935  -0.0920
C 3.32394 -1.53553 2.82373  -0.4529
C 4.48788 -1.47272 1.74228  -0.0353
O 3.53926 -2.15753 3.86035  0.0437
O -1.27071 0.02446 -3.47143  -0.0868
C -1.15524 -0.68200 -4.66501  -0.2565
N -1.00173 -0.88621 -5.80096  0.1665
H 2.07606 3.05309 -4.98088  0.0592
H -0.83251 2.52769 -1.77862  0.0990
H -0.73036 1.42117 -0.33631  0.1033
H 1.75741 3.20816 -1.15901  0.1225
H 1.26043 2.46195 0.48114  0.0905
H -0.76934 4.44224 -0.81153  0.1156
H 0.65939 5.14059 0.07080  0.1128
H -1.64976 3.96940 1.02901  0.0802
H -1.96247 -1.78334 -1.86904  0.1261
H -1.82342 -0.31433 -0.81780  0.1135
H -1.20371 -2.79661 0.02817  0.1104
H 0.44524 -2.54202 -0.67999  0.0626
H -0.05226 -0.09102 0.96965  0.0947
H -0.78052 -1.45934 1.91415  0.1171
H 2.07137 -1.33313 0.52741  0.0465
H 1.56274 -2.77907 1.53561  0.1428
H 2.20433 0.71825 1.15809  0.0790
H 3.34009 0.83938 2.57089  0.0983
H 1.55757 1.15604 2.85297  0.0850
H 4.17230 -0.85164 0.84134  0.0584
H 5.43330 -0.98135 2.13477  0.0877
H 4.66304 -2.51983 1.34749  0.0826
O -3.37927 2.57166 -1.18732  -0.2908
S -3.85454 2.93430 -2.49701  0.5917
O -3.75682 4.27993 -2.98772  -0.2787
O -5.37868 2.43411 -2.65164  -0.2602
C -6.33501 2.83689 -1.66712  -0.2796
C -6.78610 4.27055 -1.87901  -0.0733
C -3.14267 1.84114 -3.68925  -0.1092
H -5.93674 2.69214 -0.65927  0.1157
H -7.19149 2.17231 -1.77164  0.0998
H -5.97167 4.97233 -1.68844  0.0690
H -7.60962 4.51735 -1.20548  0.0785
H -7.11137 4.42489 -2.91032  0.0836
H -3.26248 0.81885 -3.34509  0.0640
H -2.08562 2.08554 -3.77946  0.0660
H -3.64237 1.99176 -4.64543  0.0868
O 2.39485 3.99224 6.02731  -0.2819
S 1.80753 2.68200 6.07431  0.5911
O 0.84243 2.24889 5.10822  -0.2745
O 1.20987 2.43198 7.55198  -0.2663
C 0.28878 3.38605 8.08227  -0.2726
C -1.09773 3.21499 7.49035  -0.0768
C 3.10267 1.48144 6.15189  -0.1143
H 0.65923 4.40419 7.93375  0.1141
H 0.24352 3.21409 9.15956  0.1186
H -1.10715 3.47216 6.42962  0.0728
H -1.81589 3.86008 8.00121  0.0776
H -1.42855 2.17766 7.57488  0.0851
H 3.81262 1.77764 6.92219  0.0719
H 3.59223 1.45606 5.17890  0.0677
H 2.66817 0.50819 6.37545  0.0809
O 6.64101 -3.42177 -2.78509  -0.3043
S 7.18912 -4.29267 -3.78078  0.5797
O 6.54029 -5.51509 -4.15827  -0.2788
O 8.72680 -4.61484 -3.40414  -0.2709
C 9.01152 -5.13594 -2.10565  -0.2721
C 8.67578 -6.61233 -2.00824  -0.0793
C 7.51251 -3.35296 -5.24247  -0.1202
H 8.48996 -4.56038 -1.33593  0.1166
H 10.08205 -4.99906 -1.93978  0.1182
H 7.59872 -6.77589 -2.07519  0.0722
H 9.02188 -7.02321 -1.05732  0.0773
H 9.13935 -7.16878 -2.82592  0.0819
H 8.05162 -2.44811 -4.96803  0.0733
H 6.55355 -3.09741 -5.69246  0.0812
H 8.09723 -3.96178 -5.93054  0.0700
O -5.95857 -0.34622 1.39440  -0.2684
S -6.36393 -0.74507 0.07683  0.6019
O -7.20249 0.08673 -0.73950  -0.2824
O -7.01146 -2.21999 0.15397  -0.2620
C -8.08303 -2.44547 1.07135  -0.2678
C -9.39584 -1.89553 0.54585  -0.0780
C -4.92725 -1.18211 -0.85453  -0.1106
H -7.84442 -2.02830 2.05352  0.1158
H -8.16962 -3.52676 1.19359  0.1213
H -9.37586 -0.80508 0.50120  0.0694
H -10.22349 -2.19239 1.19352  0.0785
H -9.58884 -2.25756 -0.46631  0.0842
H -4.31177 -1.85469 -0.25938  0.0768
H -4.37952 -0.26436 -1.07216  0.0593
H -5.24042 -1.65859 -1.78245  0.0832


Entry 4:
This record from OMol25 describes a structure of composition C5H5FeO in a non-equilibrium geometry. The level of theory is ωB97M-V/def2-TZVPD.

Values from the calculation:
**HOMO-LUMO gap (alpha / beta)**: 7.546 / 5.374 eV
**Charge**: +3
**⟨S²⟩**: 12.03
**2S+1**: 7
**E_HOMO (alpha / beta)**: -23.02 / -24.40 eV
**LUMO level (alpha / beta)**: -15.48 / -19.02 eV

Each line ends with the Löwdin charge.
CARTESIAN COORDINATES (ANGSTROEM)
C 2.19235 2.14804 0.33258  0.1947
C 0.93837 1.92021 0.76468  0.3140
C 1.61754 0.54576 1.43305  -0.0473
O 1.00635 -0.48748 1.10477  0.0093
Fe -0.43749 -1.10113 0.11595  1.3915
H 2.76124 2.98677 0.75657  0.1890
H 2.31735 1.84573 -0.72329  0.1676
H 2.10073 0.56168 2.42204  0.2170
C -2.14162 -1.70496 -0.91752  0.1222
C -3.17502 -2.10621 -1.54828  0.1102
H -3.75150 -1.42981 -2.19746  0.1646
H -3.42829 -3.17860 -1.54308  0.1670


Entry 5:
This record from OMol25 describes a cluster of 2 separate species, C2H9N2S in total in a non-equilibrium geometry. The level of theory is ωB97M-V/def2-TZVPD.

Values from the calculation:
**Relative energy (zero: lowest compared OMol25 entry of this formula, charge and spin)**: 95.6 kcal/mol
**HOMO-LUMO gap (alpha / beta)**: 7.286 / 7.286 eV
**Charge**: +1
**E_HOMO (alpha / beta)**: -11.23 / -11.23 eV
**LUMO level (alpha / beta)**: -3.94 / -3.94 eV

Each line ends with the Löwdin charge.
CARTESIAN COORDINATES (ANGSTROEM)
C -1.20472 -0.60029 0.10348  -0.1398
C 1.49406 -0.16684 0.57917  -0.5701
N -1.40324 0.52398 -0.87919  0.0189
N 1.33852 0.82548 1.41423  0.0779
S 2.14108 0.01659 -1.03698  0.8242
H -1.86323 -0.22670 0.87600  0.0185
H -1.40375 -1.64080 -0.10240  0.0222
H 1.60237 -1.13460 0.94500  0.0633
H -1.94825 1.26630 -0.36329  0.1674
H -2.07593 0.30263 -1.68732  0.1804
H 1.16749 1.75823 1.11806  0.1121
H -0.60120 0.91729 -1.35073  0.0825
H 1.20336 0.43661 2.40805  0.1880
H 1.88095 -1.25800 -1.55610  -0.0455


Which of these has the lowest charge?
C12H13N2O3P